(1)
Here is C35H35BrCrIN3O3Si as an isolated structure at a distorted geometry from OMol25. Energies are from ωB97M-V with the def2-TZVPD basis set.

The value obtained for the frontier orbital gap (alpha / beta) is 7.23 / 7.28 eV. The calculation puts the highest occupied orbital energy (alpha / beta) at -11.21 / -11.21 eV. The spin multiplicity is 2. For the energy relative to the best compared isomer or geometry (same formula, charge and spin), the calculation gives 0.830 eV. Its charge is +1. As for the LUMO energy (alpha / beta): -0.1464 / -0.1448 Ha.

The geometry in XYZ format:
```
80
Properties=species:S:1:pos:R:3:mulliken_charge:R:1
H -1.7718 -2.2025 2.8387 0.360
H 0.2609 2.6730 1.7023 0.075
H 3.9011 4.8432 -1.0648 0.448
C -1.2273 5.2012 3.3887 -0.807
H 2.0075 -2.3932 0.7540 0.155
C -3.9109 -2.2853 2.9341 -0.748
C 2.9943 4.2408 -1.1401 -0.784
H 0.8793 3.0699 -1.5954 1.244
I -2.7879 -0.3384 -0.2359 0.177
H -4.7199 4.1698 -1.7352 0.412
C -3.7956 3.6501 -1.5252 -0.580
H 2.0842 0.5778 3.8422 0.154
C -2.6277 1.6630 -0.8918 0.351
H -0.3796 -2.1738 4.6884 0.307
H 5.3624 3.2018 -0.3029 0.394
H -1.4893 -0.3530 6.1095 0.329
O 1.7384 -0.4037 -0.1225 -0.193
O -0.2682 0.0053 1.9366 1.449
C -3.7839 0.4041 3.5987 -0.438
C -1.3747 2.2634 -0.9895 0.455
N 0.0033 -2.5213 0.2780 0.518
H 4.1810 -1.8093 -0.1268 0.314
H -4.7545 1.7918 -1.0404 0.427
C -2.5724 4.2974 -1.6067 -1.146
C -2.6840 -1.6464 3.0360 -0.229
C -5.0826 -1.5740 3.1604 -0.653
H -6.0426 -2.0683 3.0830 0.409
C 0.3576 -5.3009 0.2820 -0.161
H 0.5019 -6.3722 0.2722 0.488
H 3.8373 -1.3481 1.5503 0.235
C 0.5296 -1.5733 4.6050 -1.523
C -1.0162 -3.3599 0.0400 -0.184
H -3.9548 -3.3401 2.6881 0.439
H -1.7446 -5.3506 -0.1739 0.478
C -0.8812 -4.7335 0.0300 -1.043
C 3.9831 0.3002 0.1854 0.874
C 3.2910 2.8286 -0.6939 0.716
H 3.1195 4.1382 -3.0992 0.335
H 2.2495 4.6879 -0.4777 0.216
H -2.5274 5.3446 -1.8729 0.416
N 4.8899 1.2460 0.1239 -0.640
C -0.5136 0.1397 6.1032 -1.746
H 0.9908 -1.7729 3.6334 0.081
C -1.8656 4.4532 4.3674 -0.914
C 4.5563 2.4765 -0.3013 -1.052
C 1.4056 -4.4377 0.5531 -0.444
H -0.6606 1.2032 6.3042 0.304
H -1.3160 6.2799 3.3851 0.405
C -3.8178 2.3224 -1.1446 -0.880
H 0.0544 5.1402 1.6723 0.415
C 0.2254 -0.0820 4.7784 2.145
C 0.9448 2.1705 -0.9969 -0.703
H -2.4456 4.9508 5.1344 0.434
H 5.4492 -1.0700 0.8702 0.412
N -0.1685 1.5554 -0.6972 0.786
H 2.1716 0.3822 5.5998 0.527
C -2.5966 -0.2917 3.3734 1.068
H -2.2566 2.5083 5.1504 0.376
C -1.7578 3.0697 4.3679 -0.475
H -3.7520 1.4604 3.8371 0.364
C 2.6302 0.5544 -0.1689 0.618
Si -0.8836 0.5166 3.3415 -1.994
H 0.0746 -0.2725 6.9294 0.484
H -0.4883 4.2051 -1.3602 0.437
C -5.0165 -0.2292 3.4915 -0.723
C -0.4643 4.5578 2.4256 -0.370
C 2.2772 1.8400 -0.6135 -0.685
C -1.0174 2.4015 3.3891 0.556
O 2.4337 4.3044 -2.4452 -0.546
H -1.9905 -2.9323 -0.1413 0.246
H 1.3461 1.7843 4.9086 0.324
Cr -0.0696 -0.3370 0.1309 0.876
C 1.1959 -3.0709 0.5424 -0.123
Br 3.1312 -5.0906 0.9385 -0.137
H -5.9270 0.3305 3.6665 0.433
C 4.3862 -1.0667 0.6482 -1.150
H 1.2206 -1.9058 5.3860 0.521
C -1.3993 3.6251 -1.3305 -0.491
C 1.5320 0.7163 4.7767 -1.621
C -0.3622 3.1743 2.4314 0.198
```



(2)
Here is C37H67ClN5NdO4PS2 as an isolated structure at a distorted geometry from OMol25. Energies are from ωB97M-V with the def2-TZVPD basis set.

The value obtained for the frontier orbital gap (alpha / beta) is 8.68 / 8.68 eV. The calculation puts the highest occupied orbital energy (alpha / beta) at -10.49 / -10.49 eV. The spin multiplicity is 4. For the energy relative to the best compared isomer or geometry (same formula, charge and spin), the calculation gives 1.672 eV. Its charge is +1. As for the LUMO energy (alpha / beta): -0.0667 / -0.0667 Ha.

The geometry in XYZ format:
```
118
Properties=species:S:1:pos:R:3:mulliken_charge:R:1
H -1.7492 -6.9175 -0.2110 0.515
H -0.4002 5.8116 -0.9911 0.566
O 0.5551 -1.1995 1.3675 -0.249
C -2.2027 -1.8755 3.6047 -0.640
N 3.1736 -3.5067 2.6209 -0.374
H 2.0683 1.7508 -3.8719 0.202
H 2.6927 -4.3608 2.8009 0.202
H -1.2655 3.3801 -5.4818 0.433
H 1.8555 -2.7614 -4.3798 0.292
C 0.0580 -3.1913 -2.0213 -0.908
C -0.3559 1.6138 -2.6177 0.781
H 3.7936 -3.5410 1.8416 0.201
O -2.3843 -1.8992 5.9244 -0.499
N -0.3936 -1.0624 2.2867 1.119
C -3.4701 -0.8164 -1.5007 0.474
H -0.5379 3.0589 6.7599 0.374
C -1.3710 -5.2627 -1.6442 0.144
H 2.5440 -1.5664 -0.7514 0.083
H -0.4065 4.0623 4.1986 0.234
H 4.9669 1.4533 1.4021 0.313
H 0.7530 5.1053 -2.1274 0.242
H -5.4074 -0.8141 -2.5028 0.489
H 4.7725 3.0823 2.1276 0.316
C -0.1330 3.7545 -0.5981 1.999
H -3.4811 -5.3062 -2.2195 0.283
H 3.6862 -1.4553 -2.1571 0.555
C 0.2865 2.3897 6.5467 -0.721
H 0.9808 -1.2647 -4.8057 0.309
H 3.2459 3.8195 -0.2203 0.086
H -0.1060 5.1253 1.0615 0.708
C 0.5691 4.4222 4.5267 -0.698
H 0.5679 5.2964 5.1715 0.529
H 0.2805 -1.0960 4.6806 0.195
C -3.6886 -1.9133 3.2211 -1.469
H -3.2706 -2.2201 5.7091 0.379
H -4.0570 -0.5304 -3.5851 0.328
H 2.7540 -1.2304 -4.5377 0.431
H -2.8479 0.8928 -0.3288 0.267
H -0.0939 1.4531 6.1246 0.063
H -4.4459 -2.1751 -2.8997 0.283
C -0.4697 2.6418 -3.5680 -1.058
H -3.9737 -1.3129 -0.6865 0.247
H 1.4705 4.4996 0.7148 0.401
C -2.1916 -2.8740 -1.4225 -0.283
H 1.7540 -0.6830 5.2864 0.300
C -1.5806 3.3728 -0.2241 -1.796
H -2.5007 -6.7847 -2.6960 0.406
C -1.4463 0.1797 -4.2214 -0.684
C -1.2169 -2.0018 2.4969 0.352
H 1.2320 4.6795 3.6873 0.112
C 2.4944 2.4676 -1.8566 1.746
C -4.3705 -1.0872 -2.7056 -1.630
H 1.9554 3.4752 -3.5975 0.471
C 1.5480 -1.3178 -2.7249 2.294
Cl -1.2873 1.8414 3.4001 -0.581
H -0.7196 -2.8827 0.7459 -0.218
H 0.2810 3.4747 1.5017 -0.297
O 1.8243 2.0211 4.4040 -0.349
H -2.3993 -5.1526 -3.5829 0.336
H -4.4866 1.0098 -1.0336 0.448
C -0.1511 4.9530 -1.5675 -2.233
H -2.1116 1.0628 -6.0210 0.441
H 2.4376 4.6493 -1.5633 0.304
C -1.5831 -5.8376 -0.2421 -1.335
S 1.5168 3.1402 5.4135 0.350
H -0.9683 4.8060 -2.2899 0.515
H 4.0390 4.0057 -1.7237 0.502
H -2.0497 4.2737 0.1775 0.628
C 0.4236 4.2408 0.7257 -1.334
H 3.4186 0.5520 -2.1842 0.723
H 1.1422 -3.0538 4.0751 0.295
H 2.7173 -2.9163 -1.8861 0.479
C 3.4282 1.3152 -1.4316 -2.198
C -1.1717 -3.7574 -1.6937 0.229
H -1.6035 2.5897 0.5523 0.045
C -2.1441 -1.5291 -1.6883 0.488
H -0.7840 -5.5990 0.4213 0.261
H -3.8364 -1.5483 2.1986 0.085
H 3.0934 0.7556 -0.5158 0.335
C 0.1865 -1.8180 -2.2161 0.704
H 4.3904 1.6789 3.1323 0.379
C 4.3800 2.0901 2.1162 -1.154
C -1.1196 2.5264 -4.7978 -1.182
H 3.5518 2.8402 -3.7089 0.472
C 3.0756 3.7748 -1.2958 -1.347
N 1.7643 -2.2754 4.0024 -0.168
C 2.7224 -1.8076 -1.8389 -1.655
O 3.0213 2.1239 1.6274 0.163
C 1.8073 -1.6434 -4.1772 -1.723
H -0.4392 -5.7184 -2.0742 0.371
H -0.1695 -3.7857 2.1500 -0.046
H 0.7743 2.1162 7.4681 0.392
H -3.0347 1.2776 -1.9961 0.197
N -1.6420 -1.8205 4.7466 -0.146
H -4.2707 -1.2722 3.8770 0.596
C -0.9260 -0.9608 -2.1675 0.616
H 0.9187 -3.8324 -2.1698 0.287
H -3.1616 -3.2500 -1.1421 0.464
H -1.8820 -0.8009 -4.4461 0.744
C 2.5431 2.6074 -3.3756 -1.978
Nd 1.1000 0.7231 2.5393 0.367
C 2.8167 -2.3290 3.1700 0.656
H 3.0540 2.1548 0.6745 -0.067
C -1.0171 -3.2240 1.7186 0.202
P 0.6776 2.0687 -1.1207 1.654
N 1.2882 -0.9802 4.4145 -0.329
H 1.5502 -0.2322 -2.6599 -1.705
H -2.1143 3.0385 -1.1004 0.487
C -3.4452 0.6723 -1.1963 -1.727
C -1.6745 1.2501 -5.0677 -1.310
H -1.8787 -3.8988 1.6541 0.355
H -2.5503 -5.5197 0.2530 0.189
C -0.9230 0.3523 -2.9283 -0.234
S 3.6023 -0.9253 2.7024 -0.489
C -2.5018 -5.6649 -2.5941 -1.394
H -0.0396 3.5586 -3.3532 0.926
H 4.4410 1.6670 -1.3110 0.435
H -4.1415 -2.9365 3.2938 0.363
```



DFT total energy? In order: -161914.9495 -113849.9919 eV.